C52H78GeN4O5P3S3Ti | ωB97M-V/def2-TZVPD

Its total energy is -211399.914 eV. The net charge is -1. The calculation puts the HOMO energy (spin up / spin down) at -2.71 / -5.45 eV. The gap between HOMO and LUMO (spin up / spin down) comes out at 4.8 / 7.6 eV. As for the spin multiplicity: 3. The value obtained for the lowest unoccupied orbital energy (spin up / spin down) is 2.136 / 2.136 eV. The calculation puts the energy above the lowest of the compared OMol25 structures with the same formula, charge and spin at 53.7 kJ/mol.

```
147
C52H78GeN4O5P3S3Ti | the Open Molecules 2025 dataset | ωB97M-V/def2-TZVPD
Ge -4.34 0.91 -0.17
Ti 0.74 -1.01 -0.04
S -1.45 -0.97 -2.42
S -0.24 4.15 -3.08
S 0.81 1.32 -1.60
P 1.39 -2.60 2.01
P 3.48 -1.28 -0.22
P 0.39 3.25 -1.46
O -1.00 -1.55 0.41
O -0.65 3.39 -0.23
O -2.79 -2.46 1.35
O 1.25 0.14 1.15
O 1.67 3.97 -0.78
N 3.23 -1.90 3.86
N 0.35 -3.30 -1.26
N 1.36 -1.59 -3.27
N 5.08 -0.86 1.97
C 2.15 -4.83 3.66
C 4.36 1.38 -0.23
C 0.15 -5.04 2.15
C -2.54 0.93 0.61
C -2.49 4.83 0.31
C -4.50 1.62 -1.98
C 2.25 6.25 -1.47
C -3.55 2.38 -4.07
C -3.39 1.93 -2.76
C 1.32 1.28 1.97
C 3.28 4.25 -2.62
C -0.33 4.89 1.63
C 5.96 -0.79 6.06
C -2.08 -1.49 1.15
C -1.72 -2.77 -2.61
C -4.83 -1.65 -1.41
C -6.35 2.53 3.22
C -4.82 2.52 -4.60
C -6.30 -3.40 -0.63
C 6.57 -0.32 3.78
C 1.41 -3.01 -3.52
C -5.94 2.21 -3.83
C 6.10 -0.29 -0.94
C 6.87 -0.28 5.13
C -5.45 2.03 1.01
C 1.30 -3.85 -2.22
C 4.60 0.06 -0.96
C 2.71 4.81 -1.33
C 3.88 -1.35 1.60
C 0.30 -2.12 3.40
C -5.14 -0.87 -0.30
C -5.65 1.70 2.36
C -0.80 -0.56 -4.06
C -5.97 3.25 0.57
C 4.43 -1.37 4.27
C 2.48 -5.02 1.21
C -6.62 -2.62 0.47
C 5.36 -0.85 3.32
C 4.76 -1.33 5.63
C -6.05 -1.37 0.64
C -0.98 4.71 0.27
C -1.05 -3.64 -1.54
C -2.40 -0.13 1.72
C -5.77 1.76 -2.53
C 2.99 -1.88 2.53
C -5.40 -2.91 -1.58
C -6.67 4.09 1.42
C 4.40 -2.77 -0.79
C 1.56 -4.45 2.30
C -6.87 3.73 2.75
C 4.20 0.20 -2.44
C 0.74 -0.75 -4.28
H 0.20 -6.11 1.93
H -1.13 -4.68 -1.87
H 2.31 -5.92 3.67
H 4.58 -2.73 -1.87
H 0.89 -1.15 -5.29
H -2.38 1.94 1.00
H 2.11 -4.80 0.20
H -6.93 2.32 -4.24
H -4.14 -1.27 -2.16
H 0.56 -3.66 -0.33
H -1.05 0.49 -4.22
H -7.06 5.03 1.05
H -5.82 3.55 -0.47
H 1.01 -4.87 -2.50
H -1.37 -1.15 -4.78
H 6.43 -0.53 0.07
H -5.15 -3.51 -2.45
H -0.43 -4.92 3.07
H -0.71 4.13 2.33
H -4.95 2.88 -5.62
H 3.54 3.20 -2.49
H -2.38 1.83 -2.36
H 2.32 -3.30 -4.05
H 7.81 0.15 5.47
H 4.87 0.91 -2.92
H 1.21 0.22 -4.24
H 3.10 -4.34 3.84
H 3.47 4.77 -0.56
H -0.59 5.46 -0.42
H -3.31 -0.23 2.32
H -6.49 2.25 4.25
H 3.48 -4.60 1.31
H 1.30 2.18 1.34
H -7.32 -3.00 1.21
H 0.48 1.31 2.65
H 6.19 -0.76 7.12
H -2.92 4.04 0.93
H 0.72 -2.49 4.33
H 2.28 -3.91 -1.75
H 0.29 -1.03 3.45
H 2.56 4.33 -3.43
H -1.62 -3.54 -0.61
H 0.57 -3.28 -4.16
H -5.24 0.77 2.75
H -2.67 2.63 -4.66
H -7.42 4.39 3.41
H -0.71 -2.49 3.24
H 3.18 0.58 -2.54
H 3.30 1.65 -0.24
H 0.75 4.77 1.55
H 3.84 -3.67 -0.56
H -6.32 -0.77 1.50
H -2.77 5.80 0.74
H 6.34 -1.11 -1.61
H 7.26 0.08 3.04
H -6.75 -4.37 -0.76
H 4.29 -0.75 -2.98
H 4.70 1.32 0.80
H -1.78 0.78 -0.15
H -2.90 4.76 -0.69
H 2.25 -1.23 -2.99
H -1.59 0.14 2.40
H 4.91 2.18 -0.73
H 1.48 -4.58 4.48
H -0.56 5.88 2.03
H -6.65 1.50 -1.94
H 5.35 -2.81 -0.26
H -2.80 -2.94 -2.55
H 2.55 -6.11 1.31
H 1.52 6.35 -2.27
H 6.65 0.59 -1.29
H 3.11 6.88 -1.69
H 4.04 -1.73 6.33
H 4.18 4.80 -2.89
H -0.43 -4.56 1.35
H 2.24 1.26 2.55
H 1.80 6.60 -0.53
H -1.40 -3.03 -3.61
```